{
  "formula": "C23H64N2O9",
  "method": "ωB97M-V with the def2-TZVPD basis set",
  "species": ["C", "O", "H", "H", "H", "H", "C", "O", "N", "N", "H", "H", "H", "H", "C", "C", "C", "O", "H", "H", "H", "H", "H", "H", "H", "H", "C", "C", "C", "O", "H", "H", "H", "H", "H", "H", "H", "H", "C", "C", "C", "O", "H", "H", "H", "H", "H", "H", "H", "H", "C", "C", "C", "O", "H", "H", "H", "H", "H", "H", "H", "H", "C", "C", "C", "O", "H", "H", "H", "H", "H", "H", "H", "H", "C", "C", "C", "O", "H", "H", "H", "H", "H", "H", "H", "H", "C", "C", "C", "O", "H", "H", "H", "H", "H", "H", "H", "H"],
  "positions_angstrom": [[-0.474600, -0.471119, 0.934441], [-0.048408, 0.765469, 0.510681], [-0.856716, -0.379499, 1.872730], [0.298262, -1.254092, 0.814852], [-1.160725, -0.821950, 0.235215], [0.390970, 1.210384, 1.254779], [-2.319257, -4.201882, -1.054429], [-1.292405, -3.723119, -0.333126], [-2.680419, -3.669893, -2.239295], [-3.047475, -5.156460, -0.672179], [-2.186834, -2.899312, -2.673756], [-3.211495, -4.274216, -2.921050], [-2.674456, -5.331129, 0.311443], [-3.837315, -5.540989, -1.080536], [0.849806, -2.764582, 3.394459], [1.930056, -3.686706, 2.805827], [1.915879, -3.570779, 1.303506], [3.041045, -3.456973, 3.212200], [-0.126754, -3.066856, 3.014668], [1.028455, -1.644134, 3.241328], [0.789863, -2.805018, 4.467918], [1.643760, -4.725624, 3.005799], [2.255064, -2.635802, 0.943131], [0.945903, -3.783678, 0.880165], [2.512104, -4.250667, 0.740573], [3.628959, -4.168521, 3.006593], [2.837310, 2.689487, 1.479882], [1.688022, 2.916653, 2.338754], [0.728177, 3.809026, 1.638841], [1.018731, 1.858085, 2.668969], [3.570859, 3.489388, 1.523593], [2.599850, 2.336031, 0.535457], [3.329888, 1.790424, 1.923941], [1.954702, 3.472358, 3.171277], [0.214709, 3.320637, 0.804838], [1.070172, 4.760456, 1.281841], [-0.036222, 4.119973, 2.359624], [1.508953, 1.471969, 3.432968], [-2.906058, 3.161876, -1.722345], [-2.634519, 1.759929, -1.259254], [-3.128656, 1.554417, 0.169459], [-3.086383, 0.910062, -2.045767], [-3.974665, 3.432037, -1.631924], [-2.614157, 3.358451, -2.695638], [-2.217032, 3.849593, -1.268388], [-1.499166, 1.564937, -1.281347], [-4.190751, 1.704481, 0.218898], [-2.490194, 2.163549, 0.844715], [-2.981077, 0.519501, 0.419132], [-2.419160, 0.786444, -2.679180], [-1.185615, -2.225791, -5.017611], [-1.651054, -1.194989, -4.030240], [-0.679050, -1.103194, -2.809208], [-1.745416, -0.052861, -4.440037], [-1.611821, -2.206185, -6.013750], [-1.330242, -3.187047, -4.602259], [-0.070981, -2.262313, -5.156742], [-2.684095, -1.435182, -3.613094], [-1.127477, -0.648394, -1.943227], [0.293540, -0.620821, -3.067202], [-0.480180, -2.068420, -2.348552], [-2.643695, 0.007498, -4.877734], [2.446087, -1.751789, -1.629786], [2.655174, -0.425133, -0.904700], [4.120939, 0.082211, -0.986694], [1.995503, 0.516831, -1.302922], [1.587251, -2.127931, -1.104754], [3.227289, -2.472157, -1.598142], [2.108291, -1.748892, -2.699846], [2.410682, -0.613477, 0.159930], [4.389882, 0.601291, -1.933831], [4.835367, -0.701902, -0.791992], [4.347603, 0.873694, -0.295125], [1.273540, 0.593964, -0.700714], [-2.783456, -1.186212, 3.785728], [-1.899203, -0.794625, 4.976276], [-0.868533, 0.268355, 4.631774], [-2.631988, -0.277784, 5.834970], [-3.657255, -1.601036, 4.226772], [-2.238323, -1.989535, 3.156284], [-3.023784, -0.345501, 3.100285], [-1.459854, -1.746542, 5.355526], [-0.162492, -0.006726, 3.832169], [-0.316009, 0.412480, 5.572556], [-1.330707, 1.234528, 4.390153], [-2.138364, -0.470196, 6.629300], [0.425345, 3.086175, -2.435389], [1.312944, 4.328867, -2.768552], [2.535631, 4.375436, -1.824614], [1.858817, 4.328405, -3.856153], [0.968159, 2.171112, -2.706398], [-0.531885, 3.139046, -2.935026], [0.154948, 2.912290, -1.394186], [0.720702, 5.195719, -2.568595], [3.247129, 5.057377, -2.118076], [2.958182, 3.361370, -1.812462], [2.196117, 4.562243, -0.761275], [2.525759, 3.663126, -3.807117]],
  "atomic_forces_ev_per_a": [[1.98, -1.45, -1.91], [1.03, 1.70, -0.92], [-1.19, -0.39, 2.68], [0.10, 0.30, 0.74], [-1.85, -0.50, -0.91], [-0.14, -0.24, 0.00], [6.08, 5.91, -0.09], [-4.25, -1.91, -2.70], [-0.80, -0.31, -2.40], [0.89, -3.28, 5.88], [0.01, -0.50, 0.60], [0.86, 1.14, 1.29], [-1.52, -0.75, -1.66], [-1.43, -0.55, -0.59], [0.19, 1.23, -0.04], [-10.81, -2.03, -4.74], [-1.62, -0.50, -1.13], [11.58, 3.09, 5.69], [0.04, 0.29, -0.18], [-0.07, -1.59, -0.48], [0.16, -0.51, 0.68], [-0.77, -0.37, 0.32], [0.16, 1.36, 0.05], [-0.68, 0.30, -0.11], [1.08, -1.10, 0.17], [0.84, -0.32, -0.11], [2.91, -1.83, 1.89], [0.71, 5.37, -2.81], [-2.22, 1.09, -0.10], [-1.62, -5.35, 3.25], [-0.11, 0.15, -0.43], [-0.58, -0.07, -2.17], [0.31, 0.48, -0.17], [1.03, 1.00, 2.08], [0.13, -0.09, 0.07], [0.90, 0.31, -0.31], [-0.27, -0.30, -0.08], [-0.93, -0.32, -0.86], [-0.56, 0.82, 1.33], [4.94, 5.21, 5.56], [1.23, 0.14, -0.16], [-5.24, -6.54, -4.91], [0.53, 0.05, 0.25], [0.21, -0.37, -2.54], [-0.19, 0.66, 1.20], [-0.98, 1.02, 0.90], [-0.54, 0.62, 0.28], [-0.89, -0.19, -0.17], [0.22, -0.55, 0.23], [0.79, -0.73, -1.97], [1.88, -0.65, -0.51], [0.85, -9.09, 5.91], [0.48, -1.19, -0.10], [-3.09, 11.47, -5.71], [-0.43, 0.28, -0.08], [-0.56, -1.31, 0.34], [-0.79, 0.72, 0.09], [0.86, -0.94, -0.12], [-0.36, 0.98, 0.00], [-0.94, -0.27, 0.05], [0.50, -0.45, -0.39], [1.73, 0.76, 0.23], [-1.44, -0.12, -1.00], [8.31, -6.62, 2.81], [0.86, -0.40, -0.31], [-6.50, 8.14, -4.25], [-0.52, -0.94, 0.03], [0.85, -0.46, 0.49], [0.56, 0.76, 0.79], [0.59, -0.41, 0.13], [-0.60, -0.86, 0.03], [0.44, -0.34, -0.07], [-0.33, 0.29, 0.86], [-2.02, 0.99, 0.37], [2.01, -0.85, -1.76], [4.26, -3.21, -7.81], [1.55, -0.34, -0.25], [-5.63, 3.05, 7.77], [-0.95, -0.44, -0.01], [-1.00, 1.22, 0.85], [0.04, -0.38, 0.59], [0.42, 0.31, -0.47], [-0.26, 0.09, 0.38], [0.28, 0.20, -0.29], [-0.17, -0.44, -0.07], [-0.70, 0.77, 1.23], [0.39, -0.10, -0.09], [-2.98, -0.74, 11.05], [-2.90, -1.89, 3.80], [2.88, 0.24, -11.61], [-0.16, 0.16, -0.27], [-0.05, -0.08, -0.57], [0.33, 0.54, 0.27], [-0.58, 0.95, -0.24], [1.44, 1.74, -0.74], [0.14, 0.07, -0.04], [0.69, -0.07, -0.92], [0.97, -0.75, -0.82]],
  "smiles": "NC(N)=O.CC(C)O.CC(C)O.CC(C)O.CC(C)O.CC(C)O.CC(C)O.CC(C)O.CO",
  "e_lumo_ev": 0.46,
  "relative_energy_ev": 10.1076
}


{
  "formula": "C23H65LiN17O19",
  "method": "ωB97M-V with the def2-TZVPD basis set",
  "species": ["Li", "C", "C", "C", "O", "C", "C", "C", "O", "O", "O", "H", "H", "C", "O", "N", "N", "H", "H", "H", "H", "C", "O", "N", "N", "H", "H", "H", "H", "C", "O", "N", "N", "H", "H", "H", "H", "C", "O", "N", "N", "H", "H", "H", "H", "C", "O", "N", "N", "H", "H", "H", "H", "C", "O", "N", "N", "H", "H", "H", "H", "C", "O", "N", "N", "H", "H", "H", "H", "C", "O", "N", "N", "H", "H", "H", "H", "C", "C", "C", "C", "C", "C", "N", "O", "C", "C", "C", "H", "H", "H", "H", "H", "H", "H", "H", "H", "H", "H", "H", "H", "H", "H", "H", "H", "H", "H", "O", "H", "H", "O", "H", "H", "O", "H", "H", "O", "H", "H", "O", "H", "H", "O", "H", "H"],
  "positions_angstrom": [[-0.092845, -1.304492, 5.260252], [1.251723, -1.185293, 1.862423], [2.060425, -0.615806, 0.884538], [1.646216, 0.693039, 0.252867], [2.404778, 1.419015, -0.406758], [0.417800, 1.288174, 0.664686], [-0.474809, 0.608676, 1.496081], [0.031078, -0.658148, 2.290968], [-0.631463, -1.283744, 3.172474], [-1.658683, 0.959306, 1.769462], [3.102089, -1.215913, 0.514996], [1.533965, -2.145755, 2.267709], [0.181396, 2.291100, 0.381716], [1.205755, -5.380387, -1.063724], [0.252640, -6.171155, -0.974454], [2.134471, -5.183913, -0.094327], [1.328291, -4.565058, -2.159066], [2.121907, -5.763956, 0.724324], [2.715720, -4.354876, -0.108081], [2.095417, -3.916926, -2.224771], [0.652947, -4.668250, -2.890540], [-4.533822, -1.100755, 1.998111], [-5.590074, -1.630458, 2.313139], [-4.378540, -0.029977, 1.151170], [-3.301287, -1.515199, 2.443138], [-5.224413, 0.397122, 0.824632], [-3.457851, 0.142355, 0.794456], [-2.496627, -0.937593, 2.287742], [-3.230451, -2.288532, 3.077734], [0.941965, 4.963400, 1.704422], [1.859127, 4.729106, 0.944721], [0.588813, 6.236666, 2.085427], [0.157816, 3.947272, 2.226980], [1.188519, 6.987075, 1.802274], [-0.196707, 6.425833, 2.676398], [-0.401208, 4.225771, 3.007488], [0.466436, 3.028879, 1.925509], [3.726877, 0.879190, -4.269834], [3.993006, 2.044485, -4.052274], [3.220338, 0.000057, -3.355002], [4.117050, 0.309705, -5.475225], [3.188989, -0.974233, -3.577971], [2.835102, 0.405421, -2.510754], [3.931671, -0.624210, -5.777603], [4.394116, 1.050871, -6.096098], [-2.522831, 1.927535, 5.143973], [-2.790181, 2.120440, 6.323362], [-3.152633, 1.103523, 4.262383], [-1.558674, 2.648402, 4.434998], [-2.925860, 1.027585, 3.279276], [-3.832837, 0.398856, 4.492181], [-1.421228, 2.460681, 3.454762], [-1.071419, 3.411764, 4.863072], [-1.287855, -5.195411, 2.589139], [-1.864317, -5.240691, 3.676264], [-1.049820, -6.322957, 1.836325], [-0.892002, -3.997853, 2.037603], [-0.564062, -6.328507, 0.944629], [-1.149559, -7.184455, 2.338457], [-0.414563, -4.079335, 1.156883], [-1.045077, -3.108418, 2.500501], [0.497123, 4.411409, -2.607996], [0.288629, 5.357984, -3.364146], [1.482505, 3.461855, -2.816379], [-0.178786, 4.193000, -1.424602], [2.139503, 3.611311, -3.561192], [1.755982, 2.832524, -2.064469], [-0.737791, 4.966111, -1.116143], [0.034649, 3.425050, -0.832130], [4.491672, 0.642386, 4.819542], [4.173489, 0.649735, 5.998303], [3.594672, 0.482820, 3.803122], [5.810543, 0.907450, 4.431718], [2.629919, 0.591027, 4.067208], [3.839266, 0.147788, 2.890157], [6.161244, 0.294106, 3.709662], [6.417174, 0.986374, 5.232554], [-1.553691, 2.095809, -4.209913], [-1.696971, 0.615930, -3.839411], [-1.326846, 0.434661, -2.354107], [-1.748176, -0.895862, -1.772861], [-3.258424, -1.102778, -1.917087], [-3.742887, -0.886500, -3.345879], [-3.113913, 0.258705, -3.985728], [-3.582805, 0.441942, -5.305744], [-3.471866, -2.180471, -4.159870], [-5.256005, -0.719975, -3.278062], [-0.758809, -0.220431, -4.716973], [-0.637132, 2.513867, -3.790055], [-2.412992, 2.663004, -3.860398], [-1.442135, 2.164342, -5.293897], [-0.248877, 0.534148, -2.156266], [-1.660468, 1.364560, -1.874203], [-1.450213, -0.957088, -0.720328], [-1.227218, -1.711492, -2.282095], [-3.879582, -0.491839, -1.259240], [-3.443078, -2.100767, -1.506119], [-3.612949, -3.117489, -3.618800], [-4.006611, -2.206212, -5.109335], [-2.414542, -2.189774, -4.432108], [-5.545062, 0.183617, -2.730909], [-5.696047, -0.635712, -4.275949], [-5.750102, -1.567577, -2.801773], [0.230288, 0.238794, -4.793220], [-1.160021, -0.359771, -5.724093], [-0.589499, -1.232646, -4.338329], [-4.310810, 1.053494, -5.153238], [4.223394, -2.958401, 2.815404], [4.851874, -2.238244, 2.918219], [3.550806, -2.598230, 2.223194], [1.315491, -2.654403, 4.831747], [1.762910, -2.749371, 3.984382], [1.705217, -3.331063, 5.395592], [5.951555, -0.611955, -1.662512], [5.569217, -0.638739, -0.777687], [5.171917, -0.597500, -2.226044], [-3.462454, 2.917634, 0.266887], [-2.678618, 2.446209, 0.589769], [-4.014835, 2.236753, -0.123487], [4.800934, 3.695417, -1.897902], [5.671404, 3.376238, -2.150828], [4.194081, 3.122476, -2.393880], [0.606117, 0.507706, 4.981209], [0.004391, 0.566576, 4.220610], [0.609498, 1.402424, 5.342942]],
  "atomic_forces_ev_per_a": [[0.33, -0.20, -0.86], [-1.07, 0.41, 0.68], [1.36, -1.58, -0.94], [0.06, 3.09, 0.52], [0.41, -1.58, -0.70], [-0.75, -1.89, 0.92], [-0.20, -0.25, 0.95], [1.29, -0.96, -1.52], [-0.53, 1.37, 0.50], [0.18, 0.35, -0.18], [-0.31, 0.72, 0.01], [0.10, -0.09, -0.10], [-0.15, -0.08, -0.53], [-1.53, -0.06, -0.34], [1.14, 0.41, 0.20], [0.36, 0.25, -0.06], [0.45, -0.16, 0.55], [-0.10, 0.06, 0.03], [-0.07, -0.32, 0.16], [-0.20, -0.07, -0.24], [-0.03, 0.09, -0.06], [0.78, -0.56, 0.14], [0.15, 0.52, -0.16], [-0.93, -0.45, 0.52], [-0.74, -0.25, -0.09], [0.16, 0.12, -0.29], [-0.06, 0.49, -0.13], [0.19, 0.04, 0.24], [-0.13, -0.09, -0.01], [0.19, -0.39, -0.22], [-0.05, 0.21, 0.11], [0.01, -0.24, 0.07], [0.58, 1.47, -0.58], [0.01, 0.02, -0.08], [-0.04, 0.07, 0.00], [-0.26, -0.78, 0.11], [-0.33, 0.03, 0.84], [1.07, -1.39, -0.42], [-0.73, 0.36, 0.10], [0.03, 0.82, -0.10], [-0.15, 1.12, 0.70], [-0.39, -0.09, 0.20], [0.09, -0.37, 0.24], [-0.20, 0.00, -0.12], [0.14, -0.49, -0.47], [-0.49, 0.78, -0.95], [0.44, -0.49, -0.62], [-0.71, -0.97, 0.11], [0.38, -0.19, 0.53], [0.57, 0.43, 0.13], [-0.02, 0.29, 0.81], [-0.17, 0.03, -0.06], [-0.16, 0.01, 0.25], [-0.55, 0.73, 0.43], [0.42, -0.15, -0.31], [0.22, 0.35, 0.15], [0.18, -1.29, -0.31], [-0.12, 0.09, 0.09], [-0.12, -0.07, -0.05], [0.00, 0.60, -0.05], [0.14, -0.30, -0.12], [1.03, -0.07, 0.52], [-0.10, -0.77, 0.54], [-0.53, -0.08, -0.05], [-0.38, 0.88, -1.41], [-0.01, 0.06, -0.01], [0.03, 0.40, -0.14], [-0.17, -0.20, 0.23], [0.18, 0.01, 0.19], [0.22, 0.20, 0.20], [-0.20, 0.35, -0.19], [0.16, 0.01, 0.47], [-0.31, -0.46, -0.12], [-0.12, -0.54, -0.12], [-0.01, 0.35, -0.20], [0.17, 0.30, -0.12], [0.03, -0.25, 0.01], [0.43, -0.35, -0.41], [0.32, -0.31, 0.12], [0.72, 0.72, -0.03], [-0.79, 0.63, 0.41], [0.65, 0.05, 0.66], [-0.31, -2.08, -0.58], [-0.33, 0.76, 1.45], [0.02, -0.21, 0.05], [0.91, -0.05, -0.36], [-0.54, 0.62, -0.38], [0.22, -0.47, -0.35], [-0.10, -0.13, 0.07], [0.01, 0.07, -0.01], [-0.30, 0.26, -0.01], [0.10, -0.05, -0.79], [-0.73, -0.56, 0.54], [-0.04, -0.02, -0.03], [0.02, 0.03, -0.06], [0.52, 0.50, 0.03], [-0.43, -0.18, -0.68], [-0.46, 0.17, 0.15], [-0.19, 0.04, 0.11], [0.00, -0.03, -0.03], [0.15, -0.03, 0.07], [0.09, -0.04, -0.01], [0.25, -0.10, 0.10], [-0.10, 0.18, 0.01], [-0.02, 0.26, -0.01], [-0.07, 0.09, 0.21], [0.06, 0.13, -0.34], [-0.20, -0.22, 0.23], [-0.03, -0.02, 0.00], [0.19, 0.26, -0.42], [-0.12, -0.15, 0.58], [-0.01, 0.19, -0.01], [0.02, 0.07, -0.02], [0.04, -0.22, 0.12], [-0.05, 0.07, 0.02], [-0.08, 0.21, -0.08], [0.18, 0.15, -0.01], [-0.11, -0.10, 0.13], [0.03, 0.00, -0.07], [-0.09, 0.03, 0.04], [-0.04, -0.07, -0.03], [0.32, 0.15, 0.09], [-0.16, -0.06, -0.13], [0.01, 0.21, 0.06], [-0.08, -0.13, 0.20]],
  "e_lumo_ev": 1.11,
  "total_charge": -1
}


In order of appearance, E_tot = -46286.4435 -89356.5868 eV.
In order of appearance, HOMO-LUMO gap = 9.53 7.49 eV.